P) A cluster of 4 separate species, C3H14N2O3 in total, computed with ωB97M-V/def2-TZVPD.

Element x y z (Å)
1 O 0.6546 -2.3842 0.8775
2 O -0.4431 0.8936 -3.0615
3 O 0.6796 -3.2610 -3.5951
4 N -1.1478 1.9012 1.6895
5 N -1.4425 -0.0917 0.3679
6 C -1.7838 1.0957 0.9414
7 C 0.2012 1.6130 2.1638
8 C 1.2515 1.1549 1.1850
9 H 0.6253 -2.6230 -2.8861
10 H 0.1133 0.9732 3.0546
11 H -0.5566 -0.5511 0.4729
12 H 0.3029 -3.2665 1.0195
13 H 1.1497 1.5692 0.1651
14 H 1.3620 0.0735 1.1593
15 H -2.0918 -0.6187 -0.1890
16 H 0.3880 -1.7785 1.5500
17 H -1.0010 1.4913 -2.5224
18 H 2.2052 1.6643 1.3613
19 H 0.2315 1.5492 -3.3110
20 H -2.8273 1.4008 0.7946
21 H 0.5204 2.5986 2.5504
22 H 1.6086 -3.4038 -3.7876

Properties
SMILES = CC/N=C\N.O.O.O
orbital gap = 9.44 eV
2S+1 = 1
net charge = 0

Q) A cluster of 3 separate species, C3H14N2O3 in total, computed with ωB97M-V/def2-TZVPD.

Element x y z (Å)
1 O -1.0436 -1.7528 1.3732
2 O -2.6980 -0.3713 -0.7647
3 O -0.8725 1.5333 1.8801
4 N -0.3346 0.1308 -0.4812
5 N 2.2783 0.5914 0.8484
6 C 0.9387 0.2731 -1.2523
7 C -1.4132 -0.2243 -1.3383
8 C 2.0328 -0.2753 -0.3113
9 H -0.6608 -1.0728 0.7818
10 H -0.9646 2.0373 2.6972
11 H -1.7204 0.4784 -2.1948
12 H 2.6641 1.4852 0.5828
13 H 1.6260 -1.2161 0.0507
14 H 2.9354 -0.3690 -0.9626
15 H -1.1797 -1.1850 -1.7588
16 H -2.6126 -0.8615 0.0781
17 H -0.8372 0.6343 2.2323
18 H 0.8263 -0.4494 -2.0870
19 H 1.4662 0.8195 1.4146
20 H -0.5357 1.1467 -0.1442
21 H 0.9566 1.2805 -1.6897
22 H -0.8514 -2.6327 1.0458

Properties
SMILES = NCCNCO.O.O
orbital gap = 9.83 eV
2S+1 = 1
net charge = 0

Which is the most stable structure? Q) is the most stable.

P) A cluster of 9 separate species, C31H55NO24 in total, computed with ωB97M-V/def2-TZVPD.

Element x y z (Å)
1 O 18.9754 -6.2452 -1.9484
2 O 22.4553 2.6389 -0.0398
3 O 16.0054 -3.8221 -5.1084
4 O 14.1602 -4.2454 -4.0375
5 O 17.4932 -0.0974 -5.0844
6 O 21.0973 -7.0163 -1.4693
7 O 16.3776 0.0451 -0.5932
8 O 19.7882 0.3292 -11.3570
9 O 21.8917 1.1400 1.7547
10 O 19.5354 5.0227 -4.6497
11 O 21.4896 4.3409 -5.8704
12 O 19.2400 3.7698 -6.5481
13 O 20.8903 -4.9360 -2.0816
14 O 15.2790 -0.6270 -7.3108
15 O 18.4158 -1.3251 -10.5532
16 O 13.2563 -1.4950 -6.6095
17 O 18.9137 1.3248 -4.2977
18 O 22.0614 0.6012 -0.7125
19 O 16.2680 -0.9235 -2.5793
20 O 19.2587 0.2502 -9.2297
21 O 16.1032 -4.0548 -2.7123
22 O 18.1474 -1.2368 -1.3293
23 O 19.6790 -0.5933 -4.8017
24 O 13.8853 0.4792 -5.7552
25 N 14.3477 3.2471 -3.0108
26 C 13.8888 -0.9129 -2.8760
27 C 17.4336 -3.4504 -5.0161
28 C 15.0973 0.3017 -1.0220
29 C 18.5841 -0.6407 -8.3388
30 C 22.1871 1.4619 0.3615
31 C 20.2540 -3.7252 -2.4667
32 C 17.9560 -1.6739 -9.3113
33 C 16.8318 2.9876 -2.4613
34 C 18.6128 0.1691 -4.7498
35 C 20.7764 -0.1039 -4.1301
36 C 22.5935 3.7561 0.8934
37 C 19.1996 -0.2121 -10.4220
38 C 13.3189 -4.6466 -2.9713
39 C 17.0216 -0.7292 -1.4918
40 C 15.4536 3.1170 -2.7674
41 C 17.7472 3.4415 -0.0538
42 C 14.1430 -0.5194 -6.5468
43 C 21.7540 -0.7740 -0.3754
44 C 20.3203 2.0704 -2.6963
45 C 15.3982 -3.9873 -3.9460
46 C 15.0657 -0.0721 -2.5281
47 C 20.3029 -6.0679 -1.9520
48 C 14.7242 1.6024 -6.0672
49 C 19.7683 3.3054 -7.7578
50 C 18.2345 -3.1516 -9.0515
51 C 13.4401 -2.4946 -7.6207
52 C 20.2650 1.3892 -3.9976
53 C 20.1197 4.4835 -5.7381
54 C 17.3912 3.9823 -1.4222
55 C 20.5841 -8.3032 -1.1851
56 C 20.3794 5.8891 -3.7957
57 H 19.7503 -8.2259 -0.4150
58 H 13.8385 -1.7271 -2.1673
59 H 20.2263 4.1756 -8.2693
60 H 20.5751 2.5956 -7.5844
61 H 17.0137 1.9093 -2.3667
62 H 22.1298 -1.2951 -1.2862
63 H 13.9111 -5.3252 -2.3659
64 H 18.0685 -4.2393 -4.6302
65 H 21.3044 2.5459 -2.4862
66 H 22.9082 4.6857 0.4619
67 H 21.6860 3.9776 1.3762
68 H 17.2509 2.4655 0.2461
69 H 19.3486 -3.2547 -9.0431
70 H 18.2959 4.5238 -1.8105
71 H 17.6659 -3.3230 -6.1068
72 H 17.8449 0.0036 -7.9214
73 H 17.6400 4.1304 0.8273
74 H 21.6864 -0.2443 -4.6674
75 H 18.8316 3.2392 0.0640
76 H 12.9693 -0.3328 -2.7857
77 H 14.7257 1.2786 -0.7542
78 H 19.9828 6.1483 -2.8214
79 H 23.4221 3.4461 1.5690
80 H 14.3164 -3.0877 -7.2837
81 H 20.8106 1.8871 -4.8194
82 H 16.9200 -1.4808 -9.3406
83 H 19.2482 -3.5975 -2.0546
84 H 20.2550 -8.8347 -2.0887
85 H 17.7706 -3.8271 -9.8722
86 H 21.4263 5.5572 -3.6787
87 H 15.2388 0.7114 -3.3147
88 H 17.3769 3.1745 -3.4152
89 H 16.6873 4.8219 -1.3839
90 H 12.7849 -3.9579 -2.3145
91 H 17.6429 -2.4801 -4.6358
92 H 14.3068 2.5177 -5.7872
93 H 17.7509 -3.6304 -8.1717
94 H 13.9584 -1.4567 -3.7889
95 H 12.5171 -2.9846 -7.7039
96 H 19.9362 1.5814 -1.8510
97 H 20.2799 -3.3321 -3.5078
98 H 19.0060 -1.2597 -7.5549
99 H 20.7383 -0.9782 -0.4815
100 H 14.4592 -0.3332 -0.3800
101 H 12.5489 -5.3525 -3.4642
102 H 21.3948 -8.8316 -0.6514
103 H 22.1424 -1.1508 0.5997
104 H 19.8164 3.0321 -2.7702
105 H 15.8014 1.5215 -5.8442
106 H 19.0384 2.8308 -8.2523
107 H 20.7577 -2.9390 -1.9344
108 H 20.5437 6.8274 -4.3290
109 H 14.7950 1.8395 -7.1360
110 H 20.7290 -0.5066 -3.0794
111 H 13.6478 -1.9624 -8.5051

Properties
SMILES = C[C@H]1COC(=O)O1.C[C@H]1COC(=O)O1.C[C@H]1COC(=O)O1.COC(=O)OC.COC(=O)OC.COC(=O)OC.COC(=O)OC.COC(=O)OC.CCCC#N
orbital gap = 9.67 eV
2S+1 = 1
net charge = 0

Q) A cluster of 9 separate species, C31H55NO24 in total, computed with ωB97M-V/def2-TZVPD.

Element x y z (Å)
1 O -1.0216 -4.4371 -1.8371
2 O -0.1636 -2.4771 4.0719
3 O -0.8366 -0.0921 -4.5681
4 O 0.7644 -5.2781 -0.7881
5 O 0.2544 -3.1341 -0.6931
6 O -2.0066 -1.1261 4.6229
7 O 3.0684 -3.4941 -2.9471
8 O 1.6764 2.8039 -1.0061
9 O -0.2086 1.9579 -4.4521
10 O -2.5506 1.6209 0.0569
11 O 2.4474 0.6989 -1.3461
12 O -0.8656 -0.6211 2.7509
13 O 1.3784 0.4269 -4.7181
14 O 1.7354 -4.2191 -4.7251
15 O 0.0134 1.0479 -1.3691
16 O 3.8084 -2.1451 3.1589
17 O -3.8106 1.3139 2.1139
18 O 2.7644 -5.7131 -3.4061
19 O 3.1744 -1.8881 1.0809
20 O -0.8576 7.4779 0.3429
21 O 3.5804 -0.1101 2.4229
22 O -0.3966 5.3359 1.3079
23 O -0.2326 7.4709 2.4029
24 O -2.9076 -0.4741 0.7749
25 N 2.5694 3.5889 4.9999
26 C 2.2164 3.3219 3.9389
27 C 0.0134 6.8419 3.6039
28 C 0.1344 -4.3151 -1.1521
29 C 3.4094 -3.4521 2.8079
30 C -1.4346 6.9239 -0.8021
31 C 2.2734 -0.6661 -1.7651
32 C 3.8534 -3.9791 0.3899
33 C -0.4716 6.7489 1.3129
34 C 0.7414 3.8499 -1.0981
35 C -3.0096 2.9969 0.0579
36 C 2.9444 -3.2331 1.3499
37 C 2.5324 -4.5141 -3.7331
38 C -2.1016 -1.7531 5.8769
39 C -3.0466 -3.3141 -1.7191
40 C 3.5434 -1.2811 2.1949
41 C -0.8596 -2.3841 -0.9691
42 C -0.6636 2.8039 3.1319
43 C -2.8576 -0.0441 -3.1731
44 C -1.5396 1.9889 -4.0051
45 C 0.0964 -0.9571 1.7749
46 C -3.7916 -1.4381 1.3899
47 C 1.3754 -2.8611 -5.0341
48 C -1.5906 -3.1921 -2.0421
49 C 1.3984 1.5189 -1.2751
50 C 1.7684 3.0299 2.5969
51 C -3.0856 0.7989 0.9929
52 C 0.1984 0.7229 -4.5871
53 C -0.9996 -1.4221 3.8039
54 C 0.6304 2.0869 2.5769
55 C -2.0466 0.5649 -4.2611
56 C 3.5984 -6.1441 -2.3281
57 H -3.5806 -1.4191 2.4439
58 H -2.2636 7.4699 -1.2261
59 H 0.5954 -2.6291 -4.2821
60 H 2.1814 -2.1301 -4.8541
61 H -1.0386 3.5719 2.4279
62 H -3.5996 -2.4851 1.0389
63 H 3.5594 -3.6821 -0.6551
64 H -0.5776 -1.4471 -1.4081
65 H 0.5584 5.9169 3.4599
66 H -1.8126 -2.8401 5.8819
67 H -2.6406 0.5569 -5.2181
68 H 2.6024 -3.8271 3.4399
69 H 0.0264 -0.2951 0.8379
70 H -0.4956 3.2879 4.0389
71 H -0.1006 -1.9881 1.5419
72 H 0.9044 1.2449 3.2289
73 H -1.5216 -1.1861 6.6009
74 H -0.7156 6.8469 -1.6021
75 H -3.8146 0.4379 -3.0071
76 H -3.2626 -4.0161 -0.9201
77 H -1.6356 2.3919 -3.0521
78 H 1.0354 -2.8161 -6.0331
79 H -2.0836 2.6349 -4.7131
80 H 3.7314 -5.0671 0.4389
81 H -3.5406 -2.4081 -1.5311
82 H 2.5724 2.5259 2.0099
83 H 0.4624 7.4699 4.3379
84 H -0.9466 6.6569 4.1409
85 H 3.2394 -1.0611 -1.9961
86 H -4.0576 3.1449 0.3399
87 H 1.1504 4.8189 -0.8021
88 H 1.0184 -1.0261 2.3139
89 H 4.3624 -5.4491 -2.0711
90 H 0.4924 1.6819 1.6539
91 H -3.1686 -1.5921 6.2739
92 H 4.2074 -4.2051 2.9419
93 H 1.8264 -3.4391 1.1859
94 H 3.0534 -6.2471 -1.3961
95 H -1.3826 -2.8371 -3.0651
96 H -2.5416 3.5589 0.8579
97 H -4.8776 -1.1951 1.2559
98 H -0.1566 3.5989 -0.5581
99 H 0.4634 3.7399 -2.1551
100 H -2.8716 3.4869 -0.9261
101 H -3.0486 -1.0421 -3.4791
102 H 1.4474 3.9439 2.0459
103 H -3.5546 -3.6501 -2.5871
104 H 4.8964 -3.6421 0.6049
105 H -1.4726 2.1119 3.3649
106 H -1.8726 5.9249 -0.6951
107 H 1.7254 -0.7331 -2.6421
108 H -2.3336 -0.0381 -2.1851
109 H -1.4836 -2.2071 -0.0591
110 H 1.6734 -1.1771 -1.0381
111 H 4.0594 -7.0321 -2.6601

Properties
SMILES = C[C@H]1COC(=O)O1.C[C@H]1COC(=O)O1.C[C@H]1COC(=O)O1.COC(=O)OC.COC(=O)OC.COC(=O)OC.COC(=O)OC.COC(=O)OC.CCCC#N
orbital gap = 9.89 eV
2S+1 = 1
net charge = 0

Which is the most stable structure? Q) is the most stable.

P) The ion C8H9N2O2 with charge -1, computed with ωB97M-V/def2-TZVPD.

Element x y z (Å)
1 O 0.4648 -1.8932 0.9086
2 O 0.3574 -0.9462 3.1392
3 N 0.9313 -1.9689 -1.4073
4 N 0.2404 -0.6900 1.9058
5 C -0.1124 1.7229 1.6744
6 C 0.1452 0.3882 1.2138
7 C 0.2994 2.4520 -0.6233
8 C 0.0103 2.7113 0.7311
9 C 0.2661 0.1424 -0.2044
10 C 0.2098 -1.3240 -0.2855
11 C -1.5168 -1.6871 -0.7090
12 C 0.4067 1.1678 -1.1122
13 H 1.2948 -2.8732 -1.2285
14 H -0.3921 1.8479 2.6491
15 H 1.7449 -1.5027 -1.7368
16 H 0.4567 3.1386 -1.3937
17 H -1.7289 -2.7777 -0.7756
18 H -1.4845 -1.3913 -1.7415
19 H -1.9923 -1.1279 0.0013
20 H 0.6392 0.9592 -2.1198
21 H -0.2402 3.6517 1.1140

Properties
SMILES = C[C@]1(N)ON([O-])c2ccccc21
orbital gap = 5.77 eV
2S+1 = 1
net charge = -1

Q) The ion C8H9N2O2 with charge -1, computed with ωB97M-V/def2-TZVPD.

Element x y z (Å)
1 O 3.1715 -1.7076 -1.4845
2 O 1.5891 -2.3022 -0.0825
3 N 2.3489 -1.4260 -0.5760
4 N 2.3213 -0.2321 -0.1561
5 C -0.0757 -0.1464 0.2233
6 C -1.4529 0.0159 -1.8706
7 C 1.3420 1.4955 1.3333
8 C -1.3199 -0.2377 0.9084
9 C 1.3001 0.0510 0.8460
10 C -0.2196 0.0425 -1.1432
11 C -2.6018 -0.1024 -1.1444
12 C -2.5265 -0.2076 0.3041
13 H 1.0801 2.3143 0.5722
14 H 2.3808 1.7579 1.7451
15 H -3.3578 -0.1417 0.9955
16 H -3.4575 0.0575 -1.6705
17 H 0.6324 0.0748 -1.6791
18 H -1.3546 -0.3550 1.9408
19 H -1.5327 0.0498 -2.9132
20 H 1.2094 -0.6538 1.6656
21 H 0.5235 1.6533 2.1857

Properties
SMILES = C[C@H](N=[N+]([O-])[O-])c1ccccc1
orbital gap = 7.90 eV
2S+1 = 1
net charge = -1

Which is the most stable structure? Q) is the most stable.